No. 1
118
Properties=species:S:1:pos:R:3 method="wB97M-V/def2-TZVPD" e_above_lowest_kj_mol=12.2 homo_energy_ev="-6.2 / -7.0" charge=0 multiplicity=2 gap_ev="6.48 / 6.19" s_squared=0.757 e_tot_ev=-188688.647 lumo_energy_ev="0.28 / -0.83"
Hg 0.203 0.787 -0.542
C 4.827 2.572 -1.184
C 3.312 2.349 -1.166
Ge 2.786 0.558 -0.519
C 3.926 -0.733 -1.485
C 5.160 -1.176 -0.697
C 3.420 0.585 1.333
C 2.642 0.559 2.418
Ge 0.699 0.428 2.152
C 0.232 -1.298 2.978
C -0.293 -1.337 4.416
C -0.279 2.019 2.799
C -1.171 1.923 4.038
C 3.206 0.583 3.802
C 2.441 1.035 4.876
C 2.951 1.076 6.167
C 4.246 0.651 6.415
C 5.019 0.179 5.360
C 4.503 0.141 4.075
H 5.080 3.595 -1.475
H 5.324 1.904 -1.890
H 5.272 2.398 -0.201
H 2.894 2.509 -2.165
H 2.823 3.072 -0.507
H 4.219 -0.248 -2.421
H 3.341 -1.603 -1.767
H 5.807 -0.332 -0.448
H 5.760 -1.891 -1.266
H 4.879 -1.656 0.244
H 4.499 0.676 1.473
H 1.157 -1.878 2.900
H -0.484 -1.789 2.323
H 0.421 -0.912 5.122
H -0.480 -2.369 4.726
H -1.230 -0.793 4.527
H -0.897 2.339 1.959
H 0.483 2.796 2.904
H -1.946 1.164 3.916
H -1.681 2.875 4.207
H -0.626 1.685 4.954
H 1.431 1.380 4.697
H 2.331 1.440 6.976
H 4.649 0.679 7.419
H 6.028 -0.170 5.543
H 5.111 -0.258 3.273
O -0.917 3.301 -2.258
B -0.518 2.725 -1.055
O -0.303 3.738 -0.095
C -0.589 4.922 -0.735
C -0.527 6.204 -0.241
C -0.864 7.230 -1.126
C -1.245 6.961 -2.436
C -1.302 5.653 -2.922
C -0.961 4.657 -2.039
H -0.230 6.399 0.781
H -0.823 8.257 -0.785
H -1.500 7.781 -3.095
H -1.599 5.428 -3.936
C 1.740 -5.534 -0.632
C 0.525 -5.236 -1.520
C -0.565 -4.512 -0.733
C -0.064 -3.145 -0.202
C 1.466 -3.065 -0.190
C 2.047 -4.372 0.335
P -0.843 -1.668 -0.984
C -2.650 -1.909 -0.634
C -2.968 -2.597 0.710
C -4.356 -2.187 1.197
C -4.353 -0.700 1.586
C -3.406 0.106 0.681
C -3.333 -0.525 -0.705
C -0.733 -1.999 -2.814
C -1.808 -1.256 -3.644
C -1.322 0.135 -4.044
C -0.156 0.028 -5.039
C 0.657 -1.255 -4.814
C 0.681 -1.633 -3.336
H 2.607 -5.734 -1.264
H 1.554 -6.447 -0.061
H 0.132 -6.164 -1.940
H 0.827 -4.616 -2.370
H -0.861 -5.138 0.114
H -1.461 -4.394 -1.348
H -0.360 -3.058 0.844
H 1.776 -2.217 0.425
H 1.850 -2.881 -1.191
H 1.611 -4.572 1.320
H 3.123 -4.278 0.488
H -3.043 -2.545 -1.433
H -2.254 -2.301 1.480
H -2.886 -3.680 0.608
H -4.660 -2.804 2.044
H -5.085 -2.368 0.401
H -4.048 -0.596 2.631
H -5.367 -0.296 1.514
H -2.397 0.129 1.110
H -3.728 1.145 0.604
H -2.803 0.140 -1.384
H -4.347 -0.628 -1.106
H -0.879 -3.076 -2.941
H -2.755 -1.194 -3.110
H -2.009 -1.839 -4.548
H -1.003 0.671 -3.146
H -2.136 0.726 -4.463
H 0.490 0.904 -4.939
H -0.540 0.035 -6.062
H 1.677 -1.132 -5.182
H 0.220 -2.081 -5.383
H 1.090 -0.793 -2.762
H 1.364 -2.471 -3.180
N -6.367 1.215 -2.101
C -5.446 2.071 -1.605
N -5.807 2.693 -0.454
S -3.967 2.325 -2.328
H -7.204 0.975 -1.598
H -6.105 0.668 -2.900
H -6.769 2.721 -0.161
H -5.208 3.442 -0.152

No. 2
119
Properties=species:S:1:pos:R:3 method="wB97M-V/def2-TZVPD" homo_energy_ev=-8.5 charge=0 multiplicity=1 gap_ev=7.06 e_tot_ev=-201648.947 lumo_energy_ev=-1.40
C -14.335 8.859 -6.741
C -13.403 8.506 -8.043
C -11.927 7.886 -7.697
C -11.394 8.157 -6.171
C -11.627 6.808 -5.224
C -10.578 6.858 -3.959
C -10.498 5.481 -3.074
C -9.307 5.573 -1.903
C -8.193 4.388 -2.114
C -7.281 4.054 -0.786
C -5.702 3.678 -1.191
C -5.058 2.607 -0.127
C -3.431 2.330 -0.368
C -2.689 1.907 1.047
C -1.904 0.435 0.950
C -0.289 0.545 1.260
C 0.393 -0.914 1.697
C 1.795 -1.115 0.853
C 2.961 -1.946 1.677
C 3.954 -2.703 0.614
C 4.704 -4.045 1.207
C 4.582 -5.528 0.459
C 5.367 -6.893 1.005
N 5.188 -8.143 0.192
C 5.956 -9.317 0.729
C 6.886 -9.198 2.059
C 7.713 -10.580 2.509
C 9.350 -10.353 2.514
F 9.831 -9.370 1.515
N 7.091 -7.993 2.934
C 6.307 -6.860 2.332
C 6.424 -5.389 3.119
C 5.657 -4.041 2.579
C 5.894 -2.641 3.434
Br 4.606 -2.046 4.855
C 7.140 -1.860 3.058
C 8.158 -2.463 1.886
Br 7.435 -0.126 4.025
H -15.388 9.216 -7.175
H -14.458 7.993 -5.964
H -13.882 9.835 -6.224
H -13.986 7.658 -8.647
H -13.281 9.399 -8.801
H -11.909 6.706 -7.861
H -11.158 8.339 -8.476
H -10.208 8.268 -6.249
H -11.773 9.147 -5.676
H -11.276 5.895 -5.908
H -12.746 6.644 -4.918
H -10.876 7.730 -3.231
H -9.464 7.093 -4.312
H -11.530 5.236 -2.528
H -10.205 4.571 -3.765
H -8.755 6.622 -2.041
H -9.781 5.613 -0.824
H -8.761 3.410 -2.435
H -7.445 4.780 -2.953
H -7.737 3.072 -0.284
H -7.350 4.893 0.036
H -5.772 3.263 -2.301
H -5.121 4.720 -1.189
H -5.292 3.012 0.955
H -5.593 1.578 -0.278
H -3.334 1.533 -1.220
H -2.991 3.350 -0.796
H -1.927 2.750 1.358
H -3.545 1.893 1.869
H -2.470 -0.312 1.660
H -2.071 0.072 -0.166
H 0.217 0.959 0.281
H -0.151 1.371 2.085
H 0.533 -0.925 2.864
H -0.418 -1.737 1.447
H 1.506 -1.630 -0.164
H 2.189 -0.029 0.606
H 3.604 -1.117 2.245
H 2.546 -2.694 2.478
H 3.338 -3.037 -0.343
H 4.775 -1.945 0.236
H 3.899 -5.560 -0.520
H 5.907 -10.354 0.148
H 7.397 -11.521 1.880
H 7.407 -10.758 3.648
H 9.843 -11.406 2.255
H 9.775 -10.063 3.586
H 7.089 -5.343 4.108
H 8.551 -3.504 2.315
H 9.029 -1.702 1.679
H 7.517 -2.690 0.908
C 6.239 -6.223 -2.695
C 7.304 -5.491 -3.493
O 6.877 -5.277 -4.845
C 5.974 -4.282 -5.027
O 5.508 -3.565 -4.152
O 5.650 -4.240 -6.342
C 4.625 -3.299 -6.655
H 5.953 -7.154 -3.197
H 6.602 -6.458 -1.690
H 5.329 -5.624 -2.598
H 8.208 -6.106 -3.540
H 7.582 -4.542 -3.021
H 4.873 -2.300 -6.283
H 3.671 -3.639 -6.242
H 4.532 -3.247 -7.744
C 6.283 -0.517 8.849
C 6.023 0.389 7.658
O 5.128 1.453 8.006
C 5.670 2.464 8.731
O 6.833 2.543 9.098
O 4.689 3.358 9.006
C 5.103 4.426 9.856
H 5.339 -0.882 9.268
H 6.899 -1.373 8.557
H 6.799 0.017 9.652
H 5.537 -0.187 6.864
H 6.956 0.789 7.242
H 5.990 4.930 9.459
H 5.294 4.045 10.864
H 4.289 5.154 9.909

No. 3
123
Properties=species:S:1:pos:R:3 method="wB97M-V/def2-TZVPD" homo_energy_ev=-9.6 charge=+1 multiplicity=1 gap_ev=7.02 e_tot_ev=-94361.551 lumo_energy_ev=-2.61
C -0.563 6.652 -1.448
C -1.242 6.142 -2.789
C -2.554 5.268 -2.494
C -2.272 3.798 -3.025
C -3.620 3.093 -3.517
C -4.789 3.242 -2.433
C -4.225 2.678 -1.072
C -5.348 2.327 -0.005
C -4.650 2.394 1.432
C -3.693 1.147 1.536
C -2.857 1.245 2.895
C -2.530 -0.229 3.384
C -1.030 -0.605 3.037
C -0.987 -1.119 1.527
C -0.107 -2.432 1.450
N 1.339 -2.122 1.217
P 2.417 -2.586 2.582
S 2.390 -1.301 4.087
C 1.803 -1.578 0.127
N 0.863 -1.309 -0.945
C 1.759 -1.605 -2.126
C 1.412 -0.964 -3.531
C -0.053 -0.398 -3.682
C -0.082 0.986 -4.468
I 0.499 0.803 -6.540
C 2.948 -0.675 -1.622
N 3.164 -1.203 -0.221
C 3.732 -0.001 0.436
F 4.516 0.739 -0.453
F 2.641 0.807 0.816
C 4.663 -0.275 1.645
C 4.595 0.705 2.752
C 5.424 0.634 3.941
C 6.372 -0.473 4.047
C 6.437 -1.454 2.960
C 7.451 -2.623 3.169
F 8.649 -2.434 2.554
F 7.711 -2.846 4.509
F 6.816 -3.785 2.721
C 5.614 -1.364 1.745
H -0.896 6.061 -0.556
H -0.913 7.712 -1.284
H 0.557 6.677 -1.479
H -0.485 5.581 -3.396
H -1.549 7.062 -3.364
H -2.668 5.235 -1.378
H -3.438 5.747 -2.988
H -1.795 3.198 -2.196
H -1.578 3.825 -3.909
H -3.448 1.990 -3.636
H -3.915 3.515 -4.516
H -5.104 4.313 -2.386
H -5.629 2.562 -2.744
H -3.543 3.432 -0.579
H -3.570 1.797 -1.331
H -5.688 1.280 -0.238
H -6.160 3.089 -0.117
H -5.461 2.405 2.209
H -4.024 3.328 1.533
H -4.352 0.230 1.505
H -2.946 1.071 0.707
H -1.940 1.852 2.689
H -3.512 1.741 3.656
H -2.633 -0.303 4.507
H -3.238 -0.968 2.912
H -0.318 0.254 3.153
H -0.733 -1.449 3.727
H -0.573 -0.298 0.873
H -2.014 -1.336 1.117
H -0.452 -3.054 0.568
H -0.246 -3.041 2.377
H 1.805 -3.786 3.084
H 3.698 -2.994 2.109
H 0.154 -2.035 -1.093
H 2.044 -2.685 -2.246
H 1.598 -1.721 -4.346
H 2.122 -0.116 -3.757
H -0.594 -0.205 -2.721
H -0.683 -1.098 -4.289
H 0.490 1.786 -3.919
H -1.158 1.319 -4.431
H 2.432 0.324 -1.691
H 3.749 -0.843 -2.376
H 3.890 1.569 2.672
H 5.319 1.445 4.704
H 7.017 -0.527 4.949
H 5.702 -2.116 0.926
C -0.913 1.216 8.001
C -0.903 -0.283 8.279
C 0.494 -0.903 8.182
C 1.040 -0.827 6.828
N 1.470 -0.764 5.760
H -0.590 1.436 6.981
H -1.921 1.615 8.123
H -0.253 1.747 8.692
H -1.586 -0.783 7.587
H -1.290 -0.454 9.287
H 0.437 -1.954 8.482
H 1.173 -0.412 8.883
C 2.382 -8.045 1.286
C 3.864 -7.821 1.008
C 4.381 -6.487 1.551
C 3.759 -5.340 0.891
N 3.262 -4.439 0.375
H 1.763 -7.293 0.789
H 2.073 -9.024 0.916
H 2.174 -8.007 2.358
H 4.043 -7.885 -0.069
H 4.433 -8.630 1.473
H 5.463 -6.436 1.397
H 4.214 -6.430 2.630
C -3.479 2.450 -9.547
C -3.694 0.943 -9.607
C -4.612 0.423 -8.498
C -4.033 0.608 -7.167
N -3.581 0.764 -6.123
H -2.979 2.746 -8.621
H -2.852 2.775 -10.379
H -4.430 2.984 -9.610
H -2.726 0.437 -9.562
H -4.139 0.691 -10.574
H -4.793 -0.644 -8.658
H -5.584 0.918 -8.553

No. 4
129
Properties=species:S:1:pos:R:3 method="wB97M-V/def2-TZVPD" homo_energy_ev=-9.0 charge=0 multiplicity=1 gap_ev=9.37 e_tot_ev=-162087.285 lumo_energy_ev=0.34 smiles="COCCCCCCCCCCCC[C@]1(N=C=S)O[C@@H](CCCC(F)(F)C(F)(F)F)[C@H](C[C@H](O)C(F)(F)F)[C@@H]1CCCBr.CC(C)=O.CC(C)=O.CC(C)=O.CC(C)=O"
C 0.522 -3.413 4.573
O -0.249 -3.783 5.733
C -1.310 -2.835 6.014
C -2.700 -3.618 5.932
C -3.213 -3.732 4.401
C -3.660 -5.213 3.995
C -2.460 -6.158 3.526
C -1.638 -5.616 2.273
C -2.494 -5.473 0.925
C -3.027 -3.979 0.648
C -2.172 -3.177 -0.433
C -1.058 -2.204 0.216
C 0.224 -2.089 -0.768
C 1.159 -0.841 -0.441
C 0.594 0.575 -0.902
N 1.614 1.534 -0.281
C 1.216 1.960 0.853
S 0.619 2.436 2.312
O -0.655 1.060 -0.377
C -1.537 1.581 -1.406
C -1.971 3.112 -1.362
C -0.786 4.160 -1.571
C -1.378 5.661 -1.782
C -1.283 6.445 -0.400
F -2.054 5.713 0.533
F 0.041 6.517 0.062
C -1.879 7.936 -0.620
F -1.061 8.802 0.139
F -1.919 8.316 -1.960
F -3.168 7.922 -0.039
C -0.942 1.089 -2.832
C -1.662 -0.324 -3.027
C -2.897 -0.318 -4.028
O -2.536 0.393 -5.224
C -4.265 0.188 -3.367
F -4.395 1.587 -3.342
F -5.365 -0.337 -4.087
F -4.440 -0.271 -2.040
C 0.634 1.007 -2.441
C 1.573 0.242 -3.467
C 3.127 0.581 -3.336
C 3.462 2.119 -3.102
Br 2.532 3.330 -4.397
H 1.509 -2.885 4.838
H -0.050 -2.756 3.832
H 0.811 -4.368 4.026
H -1.275 -1.894 5.376
H -1.156 -2.483 7.099
H -2.568 -4.650 6.396
H -3.439 -3.054 6.579
H -2.427 -3.284 3.699
H -4.127 -3.060 4.324
H -4.476 -5.132 3.206
H -4.126 -5.674 4.940
H -1.736 -6.215 4.418
H -2.856 -7.215 3.346
H -0.809 -6.381 2.060
H -1.163 -4.616 2.519
H -1.926 -5.906 0.038
H -3.418 -6.146 1.062
H -3.167 -3.431 1.633
H -4.082 -4.111 0.210
H -2.896 -2.489 -0.998
H -1.726 -3.872 -1.226
H -1.469 -1.194 0.525
H -0.719 -2.732 1.179
H -0.070 -2.192 -1.863
H 0.848 -3.026 -0.533
H 1.249 -0.796 0.704
H 2.218 -0.972 -0.828
H -2.521 1.051 -1.139
H -2.697 3.261 -2.243
H -2.588 3.386 -0.433
H -0.216 3.942 -2.545
H -0.092 4.100 -0.666
H -0.677 6.168 -2.514
H -2.447 5.562 -2.159
H -1.187 1.857 -3.629
H -1.928 -0.810 -2.023
H -0.879 -1.026 -3.493
H -3.076 -1.413 -4.328
H -3.254 0.220 -5.867
H 0.871 2.127 -2.354
H 1.251 0.576 -4.518
H 1.409 -0.893 -3.458
H 3.632 -0.113 -2.573
H 3.605 0.297 -4.343
H 4.575 2.269 -3.285
H 3.272 2.397 -2.015
C -6.065 2.643 -5.932
C -5.500 3.442 -7.075
C -5.243 4.907 -6.837
O -5.261 2.926 -8.150
H -6.198 1.606 -6.247
H -5.376 2.666 -5.087
H -7.036 3.047 -5.639
H -4.517 5.030 -6.030
H -6.178 5.412 -6.584
H -4.837 5.356 -7.745
C -2.913 -3.949 10.943
C -2.849 -4.696 9.636
C -2.695 -6.192 9.700
O -2.920 -4.113 8.572
H -3.024 -2.882 10.744
H -3.772 -4.289 11.524
H -1.990 -4.106 11.506
H -3.545 -6.632 10.226
H -1.763 -6.448 10.208
H -2.663 -6.596 8.686
C 6.994 3.297 -5.110
C 7.378 3.174 -3.659
C 8.719 3.719 -3.248
O 6.632 2.655 -2.850
H 6.004 2.863 -5.261
H 6.963 4.349 -5.399
H 7.712 2.756 -5.731
H 8.763 4.791 -3.454
H 9.513 3.197 -3.786
H 8.860 3.562 -2.178
C 9.088 1.691 0.761
C 10.393 1.620 0.013
C 11.631 1.294 0.805
O 10.444 1.819 -1.185
H 8.283 1.934 0.064
H 8.872 0.725 1.223
H 9.139 2.471 1.524
H 11.527 0.311 1.269
H 11.794 2.057 1.570
H 12.494 1.277 0.138